A) A 2-piece molecular cluster, CH6N3O overall. Source: the Open Molecules 2025 dataset; level of theory: ωB97M-V with the def2-TZVPD basis set.

Computed properties:
total charge: +1
multiplicity: 1

```
11
CH6N3O | the Open Molecules 2025 dataset | ωB97M-V with the def2-TZVPD basis set
C 1.4406 0.3524 0.1946
N 1.2781 -0.5420 -0.6588
N -1.2795 -0.4895 -0.4433
N 1.1004 1.3366 0.8650
O -1.7015 0.2496 0.6513
H 1.8511 -1.3676 -0.9182
H -1.8543 -1.3253 -0.5921
H -0.1588 -0.9880 -0.4621
H -1.1693 0.1166 -1.2431
H 1.4712 1.8274 1.6344
H -0.9781 0.8297 0.9724
```

=====

B) An isolated ion of composition CH6N3O and charge +1. Source: the Open Molecules 2025 dataset; level of theory: ωB97M-V with the def2-TZVPD basis set.

Computed properties:
SMILES string: NOC(N)=[NH2+]
total charge: +1
multiplicity: 1

```
11
CH6N3O | the Open Molecules 2025 dataset | ωB97M-V with the def2-TZVPD basis set
N 1.8642 0.1914 0.1714
O 0.5871 0.8735 -0.1240
C -0.5339 0.0536 -0.0305
N -1.6318 0.8068 0.0348
N -0.4331 -1.2418 0.0004
H 2.5705 0.8157 0.4828
H 2.2225 -0.2886 -0.6175
H -1.4268 1.7967 0.2359
H -2.4634 0.3917 0.3434
H -1.2981 -1.7868 -0.2228
H 0.5429 -1.6124 -0.2739
```

=====

What is the stability order? It is B), A), from most stable to least stable.